--- P ---
18
Properties=species:S:1:pos:R:3 method="wB97M-V/def2-TZVPD" smiles="C[C@@H](S)[C@@H](S)CC=S" homo_lumo_gap_ev=8.6
S -2.0050 0.6860 -1.1183
H 2.2279 -0.1479 -0.7237
H 0.3693 1.2847 -0.8121
C -0.3928 1.6965 1.7895
S -0.2388 3.1333 1.0939
H -0.6521 1.5614 2.8507
H 1.6961 -1.2112 0.5143
H 0.2911 -1.0220 -1.9898
H 0.6287 -0.2647 1.3465
H 2.2259 -1.7804 -1.0511
H -1.0907 -0.3469 1.2994
C -0.2711 0.3656 1.0921
S -0.6731 -2.4480 -0.4654
H -1.8443 -2.1134 -1.0749
C -0.2794 0.4540 -0.4005
H -1.9914 2.0592 -0.8389
C 1.7067 -1.0098 -0.5558
C 0.2929 -0.8965 -0.9559

=====

--- Q ---
18
Properties=species:S:1:pos:R:3 method="wB97M-V/def2-TZVPD" smiles=C[C@@]1(S)C[C@H](S)[C@H]1S homo_lumo_gap_ev=9.8
H -0.1023 2.0862 0.2438
H -1.0403 0.6373 2.3624
C 0.1679 -0.8823 -0.5613
C -0.2755 1.2107 -0.3804
C 0.9737 0.4099 -0.8057
H 2.4258 1.6137 -2.2458
H 1.7897 0.4962 -0.0533
S 1.6474 0.5573 -2.4743
C -0.7974 -0.0790 0.3463
H 1.5490 -2.7523 -0.9649
C -0.4429 -0.0948 1.8191
H -0.3444 -1.1871 -1.4659
H -0.6164 -1.0661 2.2607
S -2.5344 -0.5411 0.0749
H -0.9134 1.4897 -1.2574
H 0.6237 0.1309 1.9635
H -3.0808 0.3080 0.9760
S 0.9704 -2.3373 0.1622

=====

Stability check: which of them is most stable? Q.

=====

--- P ---
8
Properties=species:S:1:pos:R:3 method="wB97M-V/def2-TZVPD" homo_lumo_gap_ev="8.4 / 9.5"
N 0.7071 -0.1094 -1.1469
N -0.6477 -0.6854 1.4136
O 1.7024 0.6958 -1.4466
H -0.2568 -0.0266 -1.5998
H -1.4377 -0.6359 2.0156
N -0.4279 0.2905 0.7517
O -0.6523 1.4599 0.6884
H 1.0128 -0.9890 -0.6759

=====

--- Q ---
8
Properties=species:S:1:pos:R:3 method="wB97M-V/def2-TZVPD" smiles="NN[N+](=O)[O-]" homo_lumo_gap_ev=10.9
H -1.4593 0.6515 0.7548
H -0.2184 -1.5127 0.2283
O 1.1266 1.2746 -0.0989
O 2.0296 -0.7051 0.2073
H -1.2316 0.7268 -0.8518
N -1.2561 0.0897 -0.0410
N -0.1438 -0.6044 -0.2351
N 1.1531 0.0796 0.0364

=====

--- R ---
8
Properties=species:S:1:pos:R:3 method="wB97M-V/def2-TZVPD" smiles="NN[N+](=O)[O-]" homo_lumo_gap_ev=11.2
N 0.9347 -1.6184 0.0540
H 1.3768 0.4063 0.6660
O 1.9100 -2.2162 0.4595
H -0.6967 0.5164 -1.2520
O -0.0041 -2.1480 -0.4593
N 0.7829 -0.2614 0.1150
H -1.1728 -0.2836 0.1890
N -0.4473 0.2790 -0.1713

=====

Stability check: which of them is most stable? Q.

=====

--- P ---
14
Properties=species:S:1:pos:R:3 method="wB97M-V/def2-TZVPD" smiles="CCSC(=S)CCl" homo_lumo_gap_ev=8.4
C -2.2707 -0.0842 -0.2576
H -4.3470 -0.9152 -0.4742
H 2.3145 1.2313 0.1316
H -2.4475 0.9636 0.1440
H -3.0112 -2.0791 -0.5385
C 0.3541 0.5670 0.1512
Cl 2.6269 -1.0981 -0.2824
S -0.1181 2.1332 -0.1290
C 1.8033 0.3217 0.4313
H 2.0139 0.2896 1.5083
H -2.1846 0.1470 -1.3450
H -3.5037 -1.3825 1.0470
C -3.2970 -1.1848 -0.0654
S -0.6963 -0.7148 0.3022

=====

--- Q ---
14
Properties=species:S:1:pos:R:3 method="wB97M-V/def2-TZVPD" smiles=SC[C@@H]1[C@H](S)[C@@H]1Cl homo_lumo_gap_ev=8.6
C -0.4103 -0.4148 1.3176
H 2.7140 1.2599 0.2844
H 1.1377 0.7696 2.0514
Cl -1.4127 1.3599 -0.5516
H -0.8749 1.8124 1.6241
H 0.3021 0.6278 -1.4252
C 2.0438 0.2753 0.4190
C 0.7461 0.5820 1.0634
H -0.5044 -1.0701 2.3634
H -1.1423 -0.8099 -1.1514
C -0.6037 1.0092 0.9741
H 2.6669 -0.4341 0.9237
S -1.0761 -1.7570 0.2162
S 1.6424 -0.3670 -1.3374

=====

Stability check: which of them is most stable? P.

=====

--- P ---
22
Properties=species:S:1:pos:R:3 method="wB97M-V/def2-TZVPD" smiles=N.O.O.O.O.O.O homo_lumo_gap_ev=11.1
H 2.4771 0.4924 -0.6811
O -0.2689 2.4253 -1.2107
O 0.6573 -3.5288 2.7670
H 2.3998 2.5716 1.1178
H 0.1481 -3.6316 1.9570
O -2.7812 2.2211 -0.1047
H 1.0814 -1.2399 -0.3538
H -0.9889 -0.9081 -0.7699
H 1.4047 -2.7127 0.2600
N -1.7434 -0.3977 -1.2015
H 2.6137 1.6585 2.2369
O 1.9369 0.0524 -1.3529
H -2.5943 -0.6380 -0.6934
H -1.8260 -0.4933 -2.2102
O 0.7685 -2.0034 0.1631
H -3.7093 2.2533 -0.3625
H -2.4954 1.3247 -0.3499
H 0.3135 -4.1812 3.3837
O 2.4642 1.6023 1.2845
H -1.0791 2.8348 -0.8578
H 1.6806 0.8173 -1.9052
H -0.4593 1.4811 -1.1164

=====

--- Q ---
22
Properties=species:S:1:pos:R:3 method="wB97M-V/def2-TZVPD" smiles=N.O.O.O.O.O.O homo_lumo_gap_ev=10.5
O -0.0478 -1.8441 2.5209
H 0.8633 3.6089 1.6558
H -0.6193 0.9546 -1.5997
H 2.0804 1.1365 2.0074
H 0.3418 -2.9313 -1.7613
H -0.4194 -4.0369 -0.7137
N -0.5168 -3.2776 -1.3573
H -2.8000 0.2734 -3.5035
H 1.7181 4.2680 2.6825
H 3.4939 0.9525 2.6022
H -0.6314 -1.1827 -0.7530
O -0.5393 -0.3987 -0.1610
H -0.3514 -2.2956 3.3127
O 2.6824 0.4834 2.3902
O 1.6371 3.4333 2.2067
O -2.2330 -0.3279 -4.0026
O -1.0844 1.7961 -1.7746
H 0.3419 -1.0170 2.8309
H -0.4213 -0.8804 0.6718
H -1.2301 -3.3286 -2.0668
H -0.2830 2.3321 -1.8712
H -1.3788 -0.1528 -3.5935

=====

--- R ---
22
Properties=species:S:1:pos:R:3 method="wB97M-V/def2-TZVPD" smiles=N.O.O.O.O.O.O homo_lumo_gap_ev=10.3
H 1.2963 -1.7423 0.5783
N -2.5221 -2.7319 -1.9992
H 1.2378 0.9687 0.4544
H 2.1884 5.5856 2.7361
O 1.6847 0.5468 1.1298
O -0.7209 -5.1851 1.6459
H -0.3332 2.5729 -0.9220
H -2.5281 1.2760 -2.3722
H -0.6174 -4.1851 1.6599
H 2.8121 5.8356 1.4560
O -2.2138 1.9508 -1.7697
H 2.7167 -2.3727 0.3184
H -2.8203 -3.6976 -1.7893
H -0.3955 -5.3595 2.5590
H -2.9120 2.5577 -1.7503
H -2.7499 -2.2148 -1.0962
H 0.4595 1.9751 -2.0527
H -1.4876 -2.7267 -2.1199
O 2.8390 6.2161 2.2931
O 0.4852 2.1113 -1.1026
O 1.7481 -2.6365 0.4419
H 1.8326 1.2556 1.7014

=====

Stability check: which of them is most stable? P.

=====

--- P ---
20
Properties=species:S:1:pos:R:3 method="wB97M-V/def2-TZVPD" homo_lumo_gap_ev=9.8
H -2.8568 -0.6059 -0.5288
H -1.0839 1.6984 -1.4848
O 0.8465 -1.5053 -0.0728
H -2.3668 1.6698 -0.2696
N 0.5362 -0.1706 -0.3811
N 2.8443 0.4421 0.0063
C -1.3188 1.5355 -0.4282
H -0.3388 0.3967 2.0683
C -0.8760 0.1013 -0.0586
H -1.2160 -1.0407 1.9347
H -2.0499 0.4825 1.8445
C 1.6098 0.6703 -0.0528
H -0.7568 2.3654 0.1458
C -1.8037 -0.8777 -0.7797
H 2.9228 -0.5612 -0.2562
H -1.6025 -0.9144 -1.8444
C -1.1375 -0.0222 1.4867
H -1.7052 -1.8936 -0.3957
H 1.2526 1.6357 0.1512
H 0.5227 -1.5337 0.8368

=====

--- Q ---
20
Properties=species:S:1:pos:R:3 method="wB97M-V/def2-TZVPD" homo_lumo_gap_ev=8.6
C 0.0747 -0.0468 -1.9209
H -0.9355 1.6222 1.3793
O 0.2295 1.2285 -1.7868
C -0.7575 -1.0349 -1.2160
H -1.3774 -1.7905 -1.7598
H -0.6955 -0.0485 2.8939
N -0.9319 -0.8289 0.2600
H 0.7026 -0.8135 -1.2377
H -1.2733 0.1334 0.1173
H 1.2891 -0.0494 2.7947
H 0.5052 0.2639 -3.9215
N 0.3171 -0.4852 -3.2838
C 0.0545 1.5629 1.9478
H 1.1260 -0.2748 0.4672
H -0.4063 -1.0168 -3.6755
H 0.6494 -1.8371 1.3426
H 0.9534 2.0508 1.3402
C 0.4351 -0.7786 1.0078
H -0.3058 2.0697 3.0178
C 0.3466 0.0736 2.2335

=====

Stability check: which of them is most stable? P.

=====

--- P ---
20
Properties=species:S:1:pos:R:3 method="wB97M-V/def2-TZVPD" smiles="C=C(N)C[C@H](N)CO" homo_lumo_gap_ev=9.4
H -1.3552 0.2047 0.9372
H -2.7813 -1.9708 -1.4754
H -2.8007 -1.2421 -0.0406
H -1.0329 1.3650 -0.2925
H 1.1303 0.4043 -0.7381
C -1.2686 -0.5947 -1.0924
C -1.0703 -0.3470 -2.3861
H 1.6507 -1.6115 0.2606
H 2.5263 0.5180 1.7979
H -1.3805 -0.8098 -3.3173
C 0.6771 0.2333 0.2420
H -0.3835 0.4232 -2.7580
C 1.0354 1.5280 1.0635
H 0.4728 -1.4276 1.3482
N 1.2342 -0.9378 0.8901
H 1.1061 2.2720 0.2517
H 0.2149 1.8588 1.6986
C -0.8326 0.3255 -0.0233
N -2.1820 -1.6490 -0.7392
O 2.2363 1.4492 1.7528

=====

--- Q ---
20
Properties=species:S:1:pos:R:3 method="wB97M-V/def2-TZVPD" homo_lumo_gap_ev=8.8
H 1.8937 -1.8327 0.5005
H 0.4978 -2.8585 0.2044
C 0.7131 0.5238 -0.6579
H 0.9178 -1.3180 -1.7013
N 2.1238 0.7461 -0.5078
H 2.5041 0.2774 0.3092
H -3.6331 0.1846 0.6040
H 2.3523 1.7347 -0.4735
H 0.3880 1.0462 -1.5675
C 0.8155 -1.8314 0.3752
H -0.6737 -1.0611 -0.9769
H 0.0126 0.6027 1.3078
C -2.5722 0.3109 0.7270
O -2.0052 1.8693 -1.0244
H -2.1029 -0.2341 1.5180
N -0.1079 1.0930 0.4273
H 0.0855 2.0850 0.5556
C -1.9597 1.1218 -0.1041
H 0.3504 -1.4921 1.2970
C 0.4002 -0.9676 -0.8124

=====

Stability check: which of them is most stable? Q.

=====

--- P ---
20
Properties=species:S:1:pos:R:3 method="wB97M-V/def2-TZVPD" homo_lumo_gap_ev="8.8 / 8.8"
H -3.2528 -0.3466 0.3065
H -1.0280 -2.2100 0.6337
C 0.0122 -0.4706 0.5639
H -1.4657 1.7578 0.6664
H 3.1791 -0.0739 -0.6522
H 0.4390 2.3332 -0.5907
C 2.3022 -0.6759 -0.4196
N 1.4675 1.3910 0.6871
H -3.0310 0.8744 -0.9508
N -0.1994 -1.8066 0.2216
H 0.5808 -2.4343 0.3424
H -2.1730 -0.6705 -1.0540
H 2.4351 1.6787 0.5492
H 2.6392 -1.5344 0.1670
C 1.2892 0.1491 0.3438
O -0.8924 0.0217 1.4966
H 1.8717 -1.0562 -1.3479
H -0.2850 2.2502 -0.9685
C -1.3700 0.7171 0.3783
C -2.5188 0.1060 -0.3725

=====

--- Q ---
20
Properties=species:S:1:pos:R:3 method="wB97M-V/def2-TZVPD" homo_lumo_gap_ev=5.5
H 3.9261 -0.4675 0.6285
H -0.3436 -1.9045 1.0239
O 1.4585 -1.3447 -0.5150
C 1.3227 -0.1744 -0.1671
H -1.8257 -1.3232 1.6106
H -3.1798 1.0179 -1.2568
H 3.7592 0.1914 -1.0800
H -4.3828 0.7793 -0.1751
H -2.1698 0.4862 0.1657
H -0.0360 1.5750 -0.6875
C -1.0043 0.1299 0.4686
C -1.2176 -1.3240 0.6980
H -0.3031 0.0795 -1.5995
H -1.6944 -1.9008 -0.0892
N -3.3821 0.7312 -0.3070
H 4.1829 1.2158 0.3287
N 2.1869 0.7178 0.1726
H -0.7903 0.6537 1.4083
C -0.0888 0.4889 -0.6119
C 3.5822 0.3725 -0.0159

=====

Stability check: which of them is most stable? P.

=====

--- P ---
8
Properties=species:S:1:pos:R:3 method="wB97M-V/def2-TZVPD" total_charge=+1 smiles="CN=[N+]=N" homo_lumo_gap_ev="9.8 / 9.7"
N 0.2167 0.5214 -0.0437
C -0.0078 -0.6951 0.5224
H 0.2897 -0.8235 1.5468
N 0.0544 2.0443 -2.1361
H -1.0619 -0.7863 0.6706
N 0.2889 1.1172 -1.0114
H 0.8589 2.2340 -2.6932
H 0.4777 -1.3033 -0.2603

=====

--- Q ---
8
Properties=species:S:1:pos:R:3 method="wB97M-V/def2-TZVPD" total_charge=+1 smiles="[NH3+]N1C=N1" homo_lumo_gap_ev=11.5
H -0.1357 0.1758 1.6940
H -1.0103 -0.9934 1.0908
N 0.4672 -0.5260 -0.0176
N -0.5105 -0.1576 0.8795
H 1.5597 1.0463 -1.3405
N 0.0045 -0.4275 -1.5015
C 0.8806 0.3584 -1.0927
H -1.2555 0.5240 0.2879

=====

Stability check: which of them is most stable? Q.